(1)
Below is a cluster of 4 separate species, C50H34BClF5IO12S2 in total at a distorted geometry, with properties calculated with ωB97M-V with the def2-TZVPD basis set.

Summary:
ΔE to the lowest compared entry with this formula, charge and spin ... 375.2 kJ/mol
Frontier orbital gap ... 8.7 eV
E ... -4907.01758 Eh

Cartesian coordinates (Å):
C1 0.30 -2.17 -4.28
C2 0.39 -3.23 -5.48
B1 0.79 -2.56 -6.93
O1 1.67 -3.33 -7.74
C3 0.19 -1.09 -7.25
C4 -1.43 -1.07 -7.07
Cl1 -1.81 0.52 -6.20
S1 -2.38 -1.01 -8.66
O2 -3.55 -0.08 -8.41
O3 -3.00 -2.35 -8.99
O4 -1.53 -0.33 -9.92
C5 -0.12 -0.72 -9.93
I1 -0.02 -2.76 -10.65
C6 0.68 -0.38 -8.60
S2 2.54 -0.41 -8.81
O5 3.02 -1.52 -9.69
O6 3.25 -0.35 -7.48
C7 3.07 1.19 -9.69
F1 2.05 1.76 -10.45
F2 3.33 2.11 -8.63
C8 4.45 1.04 -10.48
F3 5.38 0.21 -9.89
F4 5.00 2.34 -10.56
F5 4.17 0.69 -11.81
H1 0.65 -2.71 -3.34
H2 0.96 -1.26 -4.42
H3 -0.81 -1.90 -4.13
H4 1.07 -4.12 -5.25
H5 -0.67 -3.66 -5.64
H6 1.53 -4.27 -7.50
H7 0.56 -0.42 -6.40
H8 -1.82 -1.92 -6.44
H9 0.35 -0.07 -10.75
H10 0.47 0.75 -8.41
C9 2.41 0.13 2.11
C10 1.53 -0.10 1.06
C11 2.00 -0.15 -0.25
C12 3.35 0.06 -0.51
C13 4.23 0.32 0.54
C14 3.76 0.35 1.85
C15 5.66 0.59 0.27
O7 6.43 0.82 1.19
C16 6.14 0.59 -1.13
C17 7.47 0.90 -1.40
C18 7.93 0.89 -2.71
C19 7.07 0.56 -3.76
C20 5.74 0.26 -3.49
C21 5.27 0.28 -2.18
C22 3.84 -0.01 -1.91
O8 3.09 -0.29 -2.82
H11 2.04 0.16 3.13
H12 0.47 -0.26 1.26
H13 1.30 -0.34 -1.06
H14 4.44 0.54 2.67
H15 8.15 1.16 -0.60
H16 8.97 1.14 -2.93
H17 7.43 0.55 -4.78
H18 5.07 0.01 -4.31
C23 -2.53 -0.14 8.13
C24 -1.99 0.23 6.90
C25 -0.70 -0.15 6.56
C26 0.06 -0.89 7.46
C27 -0.47 -1.24 8.71
C28 -1.77 -0.87 9.03
C29 0.35 -1.98 9.69
O9 -0.11 -2.29 10.78
C30 1.75 -2.34 9.34
C31 2.55 -2.99 10.28
C32 3.85 -3.34 9.95
C33 4.36 -3.06 8.69
C34 3.57 -2.41 7.75
C35 2.26 -2.04 8.08
C36 1.44 -1.31 7.09
O10 1.88 -1.06 5.98
H19 -3.54 0.15 8.39
H20 -2.58 0.81 6.20
H21 -0.29 0.13 5.60
H22 -2.19 -1.15 9.99
H23 2.16 -3.22 11.27
H24 4.48 -3.85 10.69
H25 5.37 -3.34 8.43
H26 3.97 -2.18 6.77
C37 -9.18 2.44 6.59
C38 -10.07 2.20 5.54
C39 -9.59 2.15 4.23
C40 -8.24 2.36 3.97
C41 -7.36 2.63 5.02
C42 -7.84 2.65 6.34
C43 -5.93 2.90 4.76
O11 -5.16 3.12 5.68
C44 -5.45 2.90 3.36
C45 -4.12 3.21 3.08
C46 -3.65 3.19 1.77
C47 -4.52 2.86 0.73
C48 -5.85 2.56 1.00
C49 -6.32 2.58 2.31
C50 -7.75 2.29 2.58
O12 -8.50 2.01 1.67
H27 -9.55 2.46 7.61
H28 -11.12 2.04 5.74
H29 -10.28 1.96 3.42
H30 -7.15 2.84 7.16
H31 -3.44 3.46 3.89
H32 -2.62 3.44 1.56
H33 -4.15 2.85 -0.29
H34 -6.52 2.31 0.18



(2)
Below is a structure of composition C50H35F5IN6OPRu at a distorted geometry, with properties calculated with ωB97M-V with the def2-TZVPD basis set.

Summary:
<S²> ... 6.0825
Frontier orbital gap (spin up / spin down) ... 7.3 / 5.3 eV
Total charge ... +2
E ... -3562.88340 Eh
2S+1 ... 5

Cartesian coordinates (Å):
Ru1 -0.16 -0.25 0.03
N1 1.07 -3.08 1.94
C1 2.08 -2.54 1.25
N2 3.25 -3.14 1.24
C2 4.23 -2.54 0.57
N3 5.42 -3.12 0.51
N4 4.10 -1.33 -0.04
C3 2.89 -0.83 -0.01
N5 1.83 -1.39 0.57
C4 2.67 0.48 -0.67
C5 3.75 1.23 -1.13
C6 3.52 2.44 -1.75
C7 2.21 2.86 -1.92
C8 1.18 2.06 -1.44
N6 1.41 0.91 -0.81
H1 1.28 -3.88 2.52
H2 0.26 -2.52 2.14
H3 5.60 -3.98 1.00
H4 6.18 -2.65 0.05
H5 4.74 0.82 -0.99
H6 4.34 3.04 -2.12
H7 1.97 3.79 -2.41
H8 0.15 2.36 -1.57
I1 -2.22 -1.81 0.70
C9 -3.03 -3.04 -0.85
C10 -3.97 -3.89 -0.34
C11 -4.68 -4.77 -1.16
C12 -4.44 -4.76 -2.50
C13 -3.45 -3.92 -3.06
C14 -3.24 -3.96 -4.45
C15 -2.26 -3.21 -5.04
C16 -1.46 -2.39 -4.23
C17 -1.66 -2.27 -2.87
P1 -0.49 -1.03 -2.19
C18 -0.98 0.45 -3.13
C19 -0.43 0.91 -4.32
C20 -0.93 2.06 -4.91
C21 -2.00 2.74 -4.33
C22 -2.57 2.27 -3.16
C23 -2.05 1.14 -2.55
C24 1.10 -1.72 -2.72
C25 1.33 -3.04 -2.33
C26 2.57 -3.63 -2.54
C27 3.58 -2.91 -3.15
C28 3.37 -1.60 -3.54
C29 2.14 -0.99 -3.31
C30 -2.68 -3.03 -2.23
H9 -4.18 -3.87 0.72
H10 -5.41 -5.44 -0.73
H11 -4.99 -5.41 -3.17
H12 -3.86 -4.61 -5.05
H13 -2.10 -3.24 -6.11
H14 -0.66 -1.83 -4.70
H15 0.36 0.36 -4.82
H16 -0.49 2.43 -5.82
H17 -2.40 3.62 -4.81
H18 -3.42 2.78 -2.72
H19 -2.48 0.78 -1.62
H20 0.54 -3.60 -1.85
H21 2.73 -4.66 -2.23
H22 4.55 -3.36 -3.30
H23 4.16 -1.04 -4.01
H24 1.99 0.04 -3.61
C31 2.38 4.36 4.86
C32 1.02 4.24 4.58
C33 0.55 3.19 3.82
C34 1.45 2.23 3.30
C35 2.81 2.33 3.65
C36 3.27 3.39 4.40
C37 1.08 1.20 2.35
C38 0.03 1.20 1.47
C39 -0.82 2.34 1.15
C40 -0.26 3.60 0.88
C41 -1.07 4.69 0.60
C42 -2.45 4.55 0.57
C43 -3.02 3.30 0.79
C44 -2.22 2.20 1.06
H25 2.74 5.19 5.44
H26 0.33 4.97 4.97
H27 -0.51 3.08 3.64
H28 3.50 1.57 3.29
H29 4.32 3.45 4.65
H30 1.75 0.35 2.35
H31 0.81 3.72 0.93
H32 -0.61 5.66 0.42
H33 -3.08 5.40 0.36
H34 -4.10 3.19 0.79
H35 -2.67 1.24 1.25
F1 -3.01 1.04 7.61
C45 -2.57 0.51 6.50
C46 -3.42 0.45 5.38
F2 -4.64 0.92 5.46
C47 -2.95 -0.08 4.21
F3 -3.75 -0.15 3.16
C48 -1.60 -0.54 4.05
O1 -1.12 -0.96 2.96
C49 -0.79 -0.46 5.23
F4 0.47 -0.85 5.13
C50 -1.26 0.05 6.41
F5 -0.47 0.13 7.47



(3)
Below is a structure of composition C50H37CdClN11O4PS3 at a distorted geometry, with properties calculated with ωB97M-V with the def2-TZVPD basis set.

Summary:
ΔE to the lowest compared entry with this formula, charge and spin ... 245.1 kJ/mol
Frontier orbital gap ... 6.7 eV
E ... -4994.80604 Eh

Cartesian coordinates (Å):
Cd1 1.46 -1.51 -1.54
C1 -1.08 -4.98 -4.48
C2 -0.01 -4.15 -4.22
N1 -0.04 -2.97 -3.69
C3 -1.23 -2.46 -3.54
C4 -2.41 -3.20 -3.91
N2 -2.31 -4.45 -4.22
C5 -1.30 -1.04 -3.04
C6 -2.51 -0.33 -2.88
C7 -2.46 1.00 -2.72
C8 -1.20 1.61 -2.55
C9 -0.03 0.93 -2.69
N3 -0.09 -0.37 -2.92
C10 1.27 1.60 -2.66
C11 1.36 2.97 -2.87
N4 2.52 3.61 -2.73
C12 3.54 2.84 -2.35
C13 3.42 1.44 -2.22
N5 2.29 0.80 -2.38
C14 -3.75 1.78 -2.58
C15 -4.68 1.58 -3.58
C16 -5.93 2.15 -3.45
N6 -6.28 2.87 -2.36
C17 -5.36 3.05 -1.40
C18 -4.08 2.50 -1.44
H1 -1.04 -5.92 -4.89
H2 1.03 -4.49 -4.50
H3 -3.41 -2.82 -3.67
H4 -3.40 -0.90 -3.01
H5 -1.14 2.67 -2.33
H6 0.50 3.52 -3.30
H7 4.53 3.32 -2.17
H8 4.26 0.77 -1.94
H9 -4.43 1.10 -4.53
H10 -6.57 1.96 -4.26
H11 -5.71 3.60 -0.55
H12 -3.47 2.67 -0.62
C19 -1.18 -0.16 3.34
N7 -0.52 1.14 3.38
C20 0.52 1.50 4.29
C21 1.08 2.65 3.86
N8 0.47 2.98 2.62
C22 -0.53 2.02 2.36
S1 -1.62 1.89 1.05
C23 0.79 4.11 1.83
C24 0.66 4.04 0.43
C25 1.06 5.11 -0.33
C26 1.54 6.21 0.38
C27 1.64 6.15 1.77
N9 1.28 5.13 2.48
H13 -2.25 -0.04 3.54
H14 -0.82 -0.77 4.10
H15 -0.96 -0.61 2.38
H16 0.76 0.86 5.15
H17 1.98 3.04 4.19
H18 0.33 3.10 0.06
H19 1.03 5.02 -1.40
H20 2.03 6.97 -0.25
H21 2.13 6.98 2.29
O1 0.54 -4.27 3.08
C28 -0.60 -3.68 3.14
O2 -1.10 -3.29 4.16
C29 -1.29 -3.51 1.86
C30 -2.54 -3.01 1.69
Cl1 -3.63 -2.70 2.90
N10 -2.84 -2.94 0.38
N11 -1.81 -3.40 -0.38
C31 -0.87 -3.76 0.49
C32 0.49 -4.10 0.03
O3 1.13 -4.83 0.80
O4 0.85 -3.59 -1.10
C33 -4.08 -2.57 -0.23
C34 -4.70 -1.43 0.07
C35 -5.78 -1.03 -0.65
C36 -6.33 -1.85 -1.61
C37 -5.71 -3.06 -1.92
C38 -4.63 -3.46 -1.23
H22 0.72 -4.60 2.13
H23 -4.30 -0.76 0.83
H24 -6.27 -0.09 -0.53
H25 -7.28 -1.70 -2.08
H26 -6.17 -3.74 -2.69
H27 -4.13 -4.33 -1.44
S2 3.81 -1.93 -0.71
P1 3.20 -0.79 0.88
S3 1.25 -0.18 0.79
C39 4.31 0.70 0.91
C40 5.68 0.57 0.70
C41 6.48 1.71 0.73
C42 5.92 2.98 0.91
C43 4.56 3.09 1.03
C44 3.80 1.95 1.03
C45 3.45 -1.67 2.49
C46 4.04 -2.93 2.41
C47 4.40 -3.47 3.68
C48 4.17 -2.81 4.88
C49 3.60 -1.52 4.89
C50 3.23 -0.94 3.68
H28 6.12 -0.39 0.53
H29 7.54 1.58 0.58
H30 6.58 3.83 0.88
H31 4.09 4.08 1.06
H32 2.72 2.03 1.14
H33 4.22 -3.52 1.50
H34 4.70 -4.50 3.63
H35 4.33 -3.30 5.82
H36 3.45 -1.04 5.84
H37 2.98 0.10 3.68



(4)
Below is a structure of composition C50H37CrIN2OPS2 at a distorted geometry, with properties calculated with ωB97M-V with the def2-TZVPD basis set.

Summary:
<S²> ... 0.7787
Frontier orbital gap (spin up / spin down) ... 6.4 / 5.6 eV
E ... -4592.12125 Eh
2S+1 ... 2

Cartesian coordinates (Å):
Cr1 0.09 0.00 0.00
O1 -0.27 -1.13 1.93
C1 0.01 -2.51 1.70
C2 1.18 -2.61 0.77
C3 1.93 -3.77 0.74
C4 2.98 -3.88 -0.15
C5 3.27 -2.79 -0.94
C6 2.50 -1.65 -0.82
N1 1.42 -1.55 -0.03
H1 -1.02 -1.04 2.53
H2 -0.86 -3.00 1.25
H3 0.24 -3.02 2.63
H4 1.68 -4.58 1.42
H5 3.55 -4.80 -0.22
H6 4.10 -2.80 -1.64
H7 2.74 -0.76 -1.38
S1 -1.86 1.36 0.75
C7 -2.87 0.03 0.85
N2 -2.61 -1.14 0.27
C8 -3.59 -2.13 0.47
C9 -3.55 -3.45 0.02
C10 -4.60 -4.28 0.34
C11 -5.68 -3.83 1.11
C12 -5.70 -2.52 1.58
C13 -4.64 -1.69 1.26
S2 -4.38 -0.03 1.72
H8 -2.72 -3.80 -0.59
H9 -4.59 -5.30 -0.01
H10 -6.50 -4.49 1.34
H11 -6.52 -2.17 2.20
I1 1.79 1.46 1.58
C14 2.89 2.98 0.65
C15 3.71 3.58 1.55
C16 4.55 4.65 1.18
C17 4.53 5.09 -0.10
C18 3.68 4.49 -1.06
C19 3.70 5.03 -2.36
C20 2.90 4.52 -3.33
C21 2.06 3.44 -3.01
C22 2.00 2.84 -1.78
P1 0.82 1.36 -1.78
C23 1.56 0.40 -3.19
C24 2.88 0.55 -3.64
C25 3.40 -0.32 -4.60
C26 2.62 -1.34 -5.13
C27 1.32 -1.50 -4.67
C28 0.80 -0.65 -3.70
C29 -0.58 2.27 -2.59
C30 -1.14 3.32 -1.85
C31 -2.18 4.07 -2.35
C32 -2.69 3.80 -3.61
C33 -2.14 2.77 -4.36
C34 -1.09 2.01 -3.85
C35 2.82 3.38 -0.73
H12 3.71 3.24 2.58
H13 5.20 5.11 1.92
H14 5.16 5.91 -0.41
H15 4.37 5.86 -2.57
H16 2.90 4.94 -4.33
H17 1.43 3.05 -3.80
H18 3.50 1.34 -3.25
H19 4.43 -0.19 -4.93
H20 3.03 -2.00 -5.88
H21 0.70 -2.29 -5.07
H22 -0.20 -0.81 -3.33
H23 -0.73 3.55 -0.87
H24 -2.60 4.88 -1.76
H25 -3.51 4.39 -4.01
H26 -2.51 2.56 -5.36
H27 -0.67 1.23 -4.47
C36 -1.50 -1.16 -0.74
C37 -1.92 -1.76 -1.82
C38 -2.32 -2.36 -2.92
C39 -3.11 -1.64 -3.96
C40 -3.87 -0.52 -3.62
C41 -4.67 0.12 -4.55
C42 -4.70 -0.34 -5.87
C43 -3.92 -1.43 -6.23
C44 -3.13 -2.07 -5.29
C45 -2.03 -3.82 -3.04
C46 -3.01 -4.73 -3.48
C47 -2.77 -6.09 -3.46
C48 -1.55 -6.59 -2.99
C49 -0.58 -5.70 -2.56
C50 -0.82 -4.33 -2.59
H28 -3.84 -0.16 -2.59
H29 -5.26 0.97 -4.26
H30 -5.34 0.15 -6.60
H31 -3.93 -1.78 -7.26
H32 -2.53 -2.92 -5.59
H33 -3.96 -4.35 -3.84
H34 -3.54 -6.78 -3.79
H35 -1.37 -7.66 -2.96
H36 0.38 -6.07 -2.20
H37 -0.05 -3.64 -2.25